Record 1
{"formula": "C3H14N2O3", "method": "ωB97M-V/def2-TZVPD", "total_energy_ev": -12460.8627, "homo_energy_ev": -7.622, "lumo_energy_ha": 0.02635, "de_lowest_kj_mol": 28.5, "total_charge": 0, "orbital_gap_ev": 8.34, "smiles": "C/C(N)=C/N.O.O.O", "symbols": ["C", "C", "N", "C", "N", "H", "H", "H", "H", "H", "H", "H", "H", "O", "H", "H", "O", "H", "H", "O", "H", "H"], "xyz": [[2.141, 0.337, 1.297], [1.150, -0.162, 0.298], [0.576, 0.782, -0.577], [0.855, -1.455, 0.162], [-0.078, -1.988, -0.726], [2.824, 1.057, 0.838], [2.733, -0.479, 1.682], [1.630, 0.897, 2.094], [0.424, 1.691, -0.168], [-0.302, 0.410, -0.914], [1.346, -2.156, 0.814], [-0.048, -1.635, -1.681], [-0.109, -2.990, -0.720], [-1.549, -0.312, 2.044], [-1.415, -0.768, 2.878], [-0.818, -0.602, 1.475], [-0.613, 0.455, -3.433], [-1.254, 1.174, -3.483], [0.026, 0.697, -2.754], [-2.254, 1.808, 0.014], [-2.136, 1.088, 0.650], [-3.131, 2.153, 0.209]], "lowdin_charge": [-0.052, -0.437, 0.094, -0.219, 0.053, 0.079, 0.072, 0.083, 0.088, 0.044, 0.110, 0.078, 0.075, -0.055, 0.048, 0.003, -0.066, 0.041, -0.007, -0.068, -0.004, 0.040]}

***

Record 2
{"formula": "C3H14N2O3", "method": "ωB97M-V/def2-TZVPD", "total_energy_ev": -12459.8232, "homo_energy_ev": -9.175, "lumo_energy_ha": 0.01946, "de_lowest_kj_mol": 128.8, "total_charge": 0, "orbital_gap_ev": 9.70, "smiles": "NCCNCO.O.O", "symbols": ["N", "C", "C", "N", "C", "O", "H", "H", "H", "H", "H", "H", "H", "H", "H", "H", "O", "H", "H", "O", "H", "H"], "xyz": [[2.390, 0.213, -0.178], [2.007, -1.188, -0.066], [0.600, -1.481, -0.592], [-0.402, -0.421, -0.482], [-1.736, -0.743, -1.021], [-2.452, 0.456, -1.006], [2.967, 0.417, -1.005], [3.071, 0.518, 0.509], [2.781, -1.859, -0.467], [1.999, -1.474, 1.008], [0.173, -2.290, 0.138], [0.600, -1.775, -1.684], [-0.080, 0.504, -0.752], [-2.094, -1.679, -0.416], [-1.682, -0.914, -2.104], [-2.779, 0.586, -0.104], [-1.491, 0.116, 1.837], [-0.986, 0.308, 2.630], [-0.875, 0.003, 1.035], [0.890, 2.554, 0.858], [1.209, 1.650, 0.663], [1.097, 2.597, 1.799]], "lowdin_charge": [-0.022, -0.261, -0.214, -0.130, -0.294, -0.035, 0.095, 0.080, 0.108, 0.115, 0.147, 0.122, 0.114, 0.160, 0.119, 0.083, -0.116, 0.016, -0.010, -0.081, -0.025, 0.030]}

***

Record 3
{"formula": "C3H14NO2", "method": "ωB97M-V/def2-TZVPD", "total_energy_ev": -8920.1069, "homo_energy_ev": [-2.765, -11.692], "multiplicity": 2, "lumo_energy_ha": [0.02882, 0.02032], "de_lowest_kj_mol": 22.0, "total_charge": 0, "s_squared": 0.750, "orbital_gap_ev": [3.55, 12.24], "symbols": ["C", "C", "C", "N", "H", "H", "H", "H", "H", "H", "H", "H", "H", "H", "H", "H", "O", "H", "H", "O"], "xyz": [[-1.217, 0.198, -0.708], [-0.578, -1.077, -0.161], [-1.427, -1.775, 0.883], [0.768, -0.754, 0.408], [-0.414, 0.852, -1.054], [-1.695, 0.717, 0.121], [-1.894, -0.011, -1.532], [-0.382, -1.783, -0.968], [-1.698, -1.174, 1.748], [-2.373, -2.063, 0.408], [-1.005, -2.727, 1.211], [1.464, -0.522, -0.313], [1.153, -1.482, 1.026], [0.745, 0.092, 1.071], [1.837, 2.190, -3.359], [2.936, 2.407, -2.490], [2.336, 1.681, -2.705], [1.136, 2.137, 1.854], [-0.137, 1.648, 2.657], [0.444, 1.445, 1.902]], "lowdin_charge": [-0.087, -0.452, -0.109, 0.103, 0.062, 0.067, 0.081, 0.131, 0.067, 0.087, 0.071, 0.102, 0.081, 0.055, 0.027, 0.027, -0.122, 0.015, 0.026, -0.231]}

***

Record 4
{"formula": "C3H14NO2", "method": "ωB97M-V/def2-TZVPD", "total_energy_ev": -8901.3446, "homo_energy_ev": [-18.951, -18.943], "multiplicity": 2, "lumo_energy_ha": [-0.26275, -0.57837], "de_lowest_kj_mol": 97.2, "total_charge": 2, "s_squared": 0.753, "orbital_gap_ev": [11.80, 3.21], "symbols": ["C", "C", "C", "N", "H", "H", "H", "H", "H", "H", "H", "H", "H", "H", "H", "H", "O", "H", "H", "O"], "xyz": [[0.906, -0.186, -1.232], [1.477, 1.193, -1.093], [1.858, 1.519, 0.354], [-0.161, -0.565, -0.246], [0.420, -0.520, -2.166], [1.821, -0.857, -1.108], [0.727, 1.971, -1.459], [2.285, 1.386, -1.821], [1.343, 2.317, 0.894], [1.743, 0.635, 0.983], [2.980, 1.645, 0.505], [0.054, -0.402, 0.758], [-1.040, -0.029, -0.366], [-0.353, -1.583, -0.242], [-0.760, -2.969, 2.419], [-1.771, -1.807, 2.031], [-0.967, -2.309, 1.740], [-3.912, -0.329, 0.450], [-3.511, 0.833, -0.423], [-3.139, 0.058, 0.022]], "lowdin_charge": [-0.090, -0.074, 0.043, 0.178, 0.177, 0.217, 0.263, 0.196, 0.146, 0.091, 0.202, 0.148, 0.142, 0.166, 0.080, 0.083, -0.059, 0.071, 0.068, -0.050]}

***

Record 5
{"formula": "C3H14NO3S", "method": "ωB97M-V/def2-TZVPD", "total_energy_ev": -21806.7627, "homo_energy_ev": -3.017, "lumo_energy_ha": 0.13269, "de_lowest_kj_mol": 151.7, "total_charge": -1, "orbital_gap_ev": 6.63, "symbols": ["C", "N", "C", "C", "S", "H", "H", "H", "H", "H", "H", "H", "H", "H", "H", "O", "H", "H", "O", "H", "H", "O"], "xyz": [[1.460, -1.267, 0.511], [0.703, -0.154, -0.096], [1.204, 0.173, -1.431], [0.230, -0.147, -2.583], [-0.968, -1.503, -2.186], [1.354, -1.185, 1.589], [2.490, -1.147, 0.164], [1.215, -2.229, 0.044], [-0.268, -0.443, -0.201], [1.421, 1.248, -1.559], [2.172, -0.295, -1.618], [0.726, -0.568, -3.459], [-0.283, 0.744, -2.954], [-2.312, 0.391, 0.166], [-2.769, -0.957, -0.268], [-2.450, -0.495, 0.522], [0.919, 1.694, 0.932], [-0.203, 1.665, 1.782], [0.718, 1.979, 1.848], [-2.281, 0.414, 2.444], [-1.150, 0.913, 3.425], [-1.927, 1.169, 2.925]], "lowdin_charge": [-0.129, -0.182, -0.335, -0.680, 0.206, 0.064, 0.058, 0.059, -0.013, 0.088, 0.087, 0.010, 0.026, 0.032, -0.020, -0.126, 0.006, -0.010, -0.117, 0.007, 0.035, -0.065]}

***

Record 6
{"formula": "C3H14NO4", "method": "ωB97M-V/def2-TZVPD", "total_energy_ev": -13016.8263, "homo_energy_ev": -4.352, "lumo_energy_ha": 0.13613, "de_lowest_kj_mol": 298.3, "total_charge": -1, "orbital_gap_ev": 8.06, "symbols": ["C", "N", "C", "C", "O", "H", "H", "H", "H", "H", "H", "H", "H", "H", "H", "O", "H", "H", "O", "H", "H", "O"], "xyz": [[-1.512, -0.654, -0.048], [-1.843, 0.578, -0.734], [-0.916, 0.982, -1.902], [0.277, 1.578, -1.145], [1.461, 1.477, -1.875], [-0.298, -0.846, 0.127], [-1.769, -1.570, -0.585], [-1.948, -0.506, 1.003], [-1.914, 1.326, -0.063], [-1.387, 1.680, -2.532], [-0.615, 0.069, -2.418], [0.497, 0.909, -0.235], [0.276, 2.633, -0.691], [1.197, -0.483, 2.229], [2.417, -0.877, 0.723], [0.717, -0.917, 1.560], [-0.289, -1.957, 2.099], [-1.657, -1.785, 1.716], [-1.216, -2.538, 2.275], [2.100, 1.145, -1.193], [3.267, 0.112, 1.260], [3.155, -0.356, 0.430]], "lowdin_charge": [-0.200, -0.153, -0.148, -0.316, -0.116, 0.096, 0.069, 0.090, 0.073, 0.074, 0.116, 0.103, 0.128, -0.089, -0.034, -0.407, 0.014, -0.033, -0.283, 0.077, 0.020, -0.080]}

***

Q: Which formula does entry 3 have?
A: C3H14NO2